No. 1
C43H46N4O2PRuSi2 | ωB97M-V with the def2-TZVPD basis set

Geometry as XYZ:
```
99
Properties=species:S:1:pos:R:3:forces:R:3
Ru 0.367000 -0.112200 0.109800 -4.139 2.663 -0.743
O -3.258500 0.625000 -2.280000 0.125 -0.242 -0.139
C -2.173500 0.284000 -1.810100 0.087 0.461 0.550
N -1.461300 0.919400 -0.857000 1.940 -2.807 -0.494
C -1.789400 2.171000 -0.425200 0.055 1.891 1.294
C -2.704000 3.028200 -1.060800 0.172 -0.503 -0.165
C -2.947400 4.292000 -0.578300 0.184 0.476 0.500
C -2.291200 4.751900 0.562100 -0.409 0.018 -0.564
C -1.369200 3.951200 1.194700 0.355 -0.358 0.265
C -1.095700 2.652100 0.733300 -1.645 0.752 -1.462
N -0.182100 1.804000 1.289100 2.146 -2.780 -0.278
C 0.381500 2.035100 2.489900 -0.400 0.143 -0.186
O 0.092200 2.918000 3.296400 0.338 -0.223 -0.054
C 1.428500 1.039400 2.874200 0.175 -0.248 0.274
C 2.296200 1.376100 3.909800 -0.193 -0.021 -0.022
C 3.180700 0.434600 4.390700 -0.191 -0.277 -0.306
C 3.106700 -0.846000 3.855000 0.113 0.219 0.267
C 2.228800 -1.093400 2.821000 0.131 -0.193 -0.073
N 1.430900 -0.167100 2.286600 0.913 0.100 -0.632
C -1.550900 -0.977800 -2.336700 -0.127 -0.124 -0.245
C -1.991700 -1.404700 -3.587200 -0.072 -0.067 0.180
C -1.481300 -2.562300 -4.132100 0.123 0.014 0.244
C -0.519900 -3.249600 -3.404400 -0.154 0.005 0.027
C -0.130500 -2.751800 -2.174800 0.156 -0.387 0.001
N -0.637000 -1.647200 -1.630700 0.734 0.755 0.327
H -3.222800 2.680600 -1.937800 0.011 0.033 0.037
H -3.643500 4.935200 -1.096000 -0.111 0.017 -0.036
H -2.507300 5.738900 0.949800 0.079 0.025 -0.001
H -0.841400 4.315900 2.060500 -0.084 -0.020 -0.049
H 2.228000 2.368700 4.326800 -0.063 0.061 -0.026
H 3.880400 0.671600 5.178100 0.034 0.015 0.064
H 3.711300 -1.641400 4.258900 0.090 -0.163 -0.085
H 2.143500 -2.097000 2.424100 0.047 0.076 -0.068
H -2.735900 -0.805200 -4.084500 -0.093 0.045 -0.012
H -1.828200 -2.925300 -5.087500 0.033 -0.012 -0.109
H -0.094100 -4.168200 -3.773100 0.130 -0.084 -0.008
H 0.616300 -3.276600 -1.597100 0.038 0.006 0.022
C 3.984600 -1.766900 -0.024100 -0.422 0.684 -0.165
Si 3.633300 -0.042300 -0.806000 0.577 0.023 -0.186
C 3.881300 1.395800 0.435500 -0.356 -0.588 -0.355
C 5.139300 0.092300 -1.994400 -0.643 0.069 0.288
C 1.916800 0.048200 -1.619200 -0.070 0.609 1.584
Si 1.580100 1.579300 -2.709100 0.040 0.548 -0.435
C 1.561900 3.201200 -1.699800 -0.034 -0.769 -0.253
C 0.009500 1.528300 -3.811000 0.439 -0.147 0.611
C 2.971100 1.753600 -4.024400 -0.396 -0.122 0.619
H 4.958000 -1.770000 0.457600 0.201 0.108 0.086
H 4.001100 -2.544500 -0.782600 -0.039 -0.079 -0.266
H 3.253700 -2.047200 0.721100 -0.155 -0.136 0.153
H 4.527200 1.118400 1.263200 0.122 -0.129 0.167
H 2.934000 1.742900 0.842100 -0.073 0.050 0.028
H 4.346300 2.235800 -0.070600 0.086 0.146 -0.160
H 6.048600 -0.178000 -1.464100 0.114 -0.113 0.194
H 5.278300 1.100100 -2.366100 0.014 0.207 -0.073
H 5.049000 -0.564400 -2.853300 -0.041 -0.174 -0.189
H 1.747700 -0.854000 -2.217400 -0.104 0.002 0.065
H 0.924700 3.117300 -0.824000 -0.120 0.010 0.124
H 1.189500 4.025600 -2.301600 -0.084 0.081 -0.172
H 2.559000 3.464000 -1.361600 0.239 0.012 0.073
H -0.891400 1.767400 -3.259800 -0.180 0.098 0.112
H -0.134900 0.558300 -4.277400 0.044 -0.205 -0.109
H 0.097300 2.260700 -4.609500 0.182 0.149 -0.070
H 3.908100 2.068600 -3.584400 0.220 0.073 0.108
H 2.697300 2.498000 -4.764900 -0.181 0.167 -0.123
H 3.151100 0.819100 -4.544900 0.027 -0.251 -0.128
C -0.531800 -0.545600 5.974000 0.058 -0.049 0.077
C 0.039300 -1.721700 5.519000 0.007 -0.013 0.128
C -0.205100 -2.161000 4.230100 -0.180 -0.049 -0.136
C -0.999600 -1.404700 3.377400 -0.008 0.010 -0.104
C -1.567900 -0.219600 3.839700 0.007 -0.102 -0.102
C -1.346800 0.199200 5.137100 -0.058 0.108 0.042
P -1.212200 -1.771200 1.600500 -0.113 -0.072 0.615
C -0.561700 -3.481100 1.486300 0.165 0.343 -0.353
C 0.686000 -3.596600 0.883000 -0.031 0.272 0.074
C 1.300800 -4.826600 0.747100 0.160 -0.116 -0.049
C 0.651700 -5.968600 1.187000 0.052 0.045 -0.044
C -0.603700 -5.866600 1.764200 -0.096 -0.086 0.039
C -1.207900 -4.631000 1.925300 -0.030 0.088 -0.029
C -3.026700 -2.023000 1.541600 0.171 0.309 -0.287
C -3.772300 -2.525400 2.606200 0.080 0.026 0.023
C -5.145800 -2.647300 2.487000 -0.057 -0.082 0.124
C -5.793700 -2.246300 1.329100 0.025 0.018 -0.087
C -5.058700 -1.737800 0.272600 -0.132 -0.044 -0.067
C -3.684100 -1.640300 0.379000 0.190 0.026 0.006
H -0.337400 -0.210300 6.981300 0.009 0.061 0.101
H 0.689600 -2.295200 6.164000 0.005 -0.065 0.083
H 0.234200 -3.087000 3.886100 0.058 -0.052 -0.028
H -2.169700 0.375800 3.166200 -0.084 0.131 -0.014
H -1.790200 1.117700 5.489200 -0.023 0.111 0.000
H 1.148900 -2.682200 0.507100 0.092 -0.290 0.032
H 2.274500 -4.895600 0.285300 0.117 -0.007 -0.051
H 1.116600 -6.935400 1.066000 0.036 -0.089 -0.001
H -1.123600 -6.760500 2.077000 -0.027 -0.050 0.081
H -2.186000 -4.567800 2.376100 -0.108 -0.003 0.024
H -3.288300 -2.804800 3.532300 0.042 0.020 0.057
H -5.721700 -3.049900 3.307600 -0.015 -0.005 0.100
H -6.868700 -2.322700 1.254700 -0.070 -0.012 0.007
H -5.546700 -1.405100 -0.630500 -0.047 0.034 -0.095
H -3.106700 -1.241200 -0.438100 -0.128 0.000 0.011
```
Forces are in eV/Å.

As for the frontier orbital gap (spin up / spin down): 5.966 / 5.991 eV. For the molar mass, the calculation gives 839.1 g/mol. As for the expectation value of S²: 0.78. As for the HOMO energy (spin up / spin down): -0.2529 / -0.2564 Ha. The calculation puts the lowest unoccupied orbital energy (spin up / spin down) at -0.91 / -0.99 eV. The spin multiplicity is 2. As for the electronic energy: -3050.9497 Eh. As for the energy above the lowest of the compared OMol25 structures with the same formula, charge and spin: 0.00 kJ/mol. The calculation puts the max |F| at 0.097 Eh/bohr.

Mulliken population analysis, charges in e, atoms 1 to 2: 0.580, -0.744

***

No. 2
C25H52Br4N8O5 | ωB97M-V with the def2-TZVPD basis set

Geometry as XYZ:
```
94
Properties=species:S:1:pos:R:3:forces:R:3
C -7.046432 -7.700349 16.116048 -1.314 0.837 -0.233
C -8.533088 -7.551933 16.124231 -1.004 0.108 -0.807
N -9.672491 -7.402868 15.931675 1.848 -0.315 0.619
H -6.680145 -6.826742 15.534422 0.105 -0.636 0.556
H -6.819618 -8.627250 15.616272 0.110 -0.340 -0.286
H -6.676000 -7.741835 17.131244 0.227 0.200 0.124
C -3.247417 -14.344307 9.686030 -1.474 -0.867 0.561
C -2.845524 -13.029098 10.114708 0.747 1.355 1.035
N -2.506821 -12.012258 10.554138 -0.455 -0.988 -0.642
H -4.358022 -14.322618 9.475214 1.156 -0.209 0.144
H -3.019082 -15.111112 10.461043 -0.318 0.717 -0.256
H -2.694884 -14.666314 8.831270 0.225 0.014 -0.823
C -10.413706 -8.624424 12.669673 1.282 0.000 0.347
C -11.190235 -9.794506 12.936996 0.197 0.948 1.495
N -11.770862 -10.639936 13.427756 -0.878 -1.617 0.074
H -10.316781 -7.847170 13.450884 -0.149 -1.042 0.136
H -10.866084 -8.152379 11.871913 -0.771 1.199 -2.029
H -9.448692 -9.003058 12.347363 0.444 0.388 0.076
Br -8.463517 -14.455134 17.691804 0.401 -0.148 -0.073
C -6.501284 -14.381777 17.415402 -0.312 0.052 1.230
C -6.009024 -15.451967 16.531878 1.103 -0.791 -0.827
Br -4.062176 -15.103195 16.505499 0.224 0.003 -0.246
H -6.007731 -14.522487 18.393996 -0.625 0.476 -0.318
H -6.318789 -13.394152 17.005902 0.049 0.067 0.128
H -6.307690 -15.358033 15.490195 -0.229 -0.319 0.258
H -6.015210 -16.492790 16.895141 -0.649 0.671 -0.159
Br -2.943816 -9.965798 13.475610 0.626 -0.285 -1.039
C -3.977328 -9.203613 14.859636 1.102 2.353 0.614
C -3.687159 -9.882796 16.154527 0.320 -2.527 0.737
Br -1.949347 -9.583844 17.051224 -0.485 0.628 -0.341
H -4.997447 -9.296611 14.541341 -0.586 -0.130 0.207
H -3.733140 -8.080995 14.926800 -0.339 -1.667 -0.148
H -3.554283 -11.000483 16.075094 -0.655 1.165 -0.486
H -4.492757 -9.770079 16.861561 -0.069 0.457 0.450
C -8.058528 -11.141970 17.012242 2.024 0.662 0.209
O -6.820390 -11.059095 17.044296 -0.680 -0.036 0.576
N -8.902430 -10.651717 17.944362 -0.229 -0.505 -0.664
C -10.326468 -10.582241 17.550254 0.510 -3.132 1.197
C -8.452969 -10.137332 19.256013 -1.423 0.081 -1.632
H -8.446192 -11.620135 16.110344 -0.961 0.091 0.151
H -10.481149 -11.378963 16.745343 0.014 1.056 1.129
H -10.533521 -9.644595 17.122649 -0.727 1.308 -0.156
H -10.900687 -10.889945 18.490375 0.267 0.778 -1.560
H -7.723249 -10.758068 19.688914 1.211 -0.572 0.254
H -8.198043 -9.105850 19.183476 0.893 0.785 -0.131
H -9.292228 -10.111945 19.914850 -0.829 -0.374 0.400
C -7.884348 -16.554829 12.905441 -0.174 0.384 -2.298
O -7.511746 -16.830564 14.015174 0.518 -0.057 0.876
N -7.224049 -16.893981 11.727427 0.730 0.042 1.016
C -7.794078 -16.676462 10.402780 -0.379 0.693 0.438
C -5.768416 -17.142640 11.701264 0.880 0.569 0.914
H -8.802726 -15.926061 12.720469 0.549 -0.832 -0.050
H -8.872712 -16.604169 10.469407 -0.188 -0.210 0.092
H -7.514766 -17.476480 9.731267 0.038 -0.352 -0.026
H -7.461253 -15.736781 9.975038 0.323 0.138 -0.126
H -5.172383 -16.216296 11.523902 -0.741 -0.080 -0.126
H -5.269792 -17.514394 12.640160 -1.281 -0.073 -0.760
H -5.514783 -17.780896 10.861480 -0.143 -0.378 0.067
C -11.028520 -14.785293 12.333974 0.061 -1.040 1.362
O -10.670357 -15.458861 11.396310 0.013 -0.165 -1.009
N -11.287687 -15.294270 13.571061 0.201 1.451 -0.646
C -11.523678 -14.355226 14.629076 -0.746 1.621 -0.042
C -11.244637 -16.705152 13.802365 0.143 1.114 1.669
H -11.117077 -13.715039 12.333451 -0.126 0.912 -0.345
H -12.493141 -14.386834 15.168870 0.360 -0.554 -0.513
H -11.486944 -13.343662 14.179579 -0.198 -0.379 0.202
H -10.741179 -14.322414 15.358641 0.637 -0.476 0.607
H -12.251240 -17.004597 13.827499 -1.352 -1.108 0.031
H -10.722729 -17.137675 13.002105 0.714 -0.930 -0.823
H -10.803324 -16.871284 14.797544 0.128 -0.251 -0.509
C -7.709452 -13.062607 9.175182 0.971 -0.207 -0.107
O -6.699953 -13.713431 9.379653 0.291 -0.757 0.142
N -7.724023 -11.751785 9.141952 -0.704 2.623 0.109
C -8.916412 -11.001831 8.841985 -0.470 -1.361 -2.351
C -6.543534 -10.875175 9.175402 0.533 -2.180 0.237
H -8.687912 -13.455347 8.945682 -0.596 -0.757 0.106
H -8.745533 -10.447920 7.917353 0.098 0.321 0.000
H -9.101472 -10.327369 9.606476 -0.680 1.301 1.521
H -9.811276 -11.608782 8.581745 0.640 0.029 0.709
H -5.734558 -11.582131 9.457848 -0.143 0.999 0.307
H -6.344988 -10.634279 8.141507 0.128 0.704 -0.263
H -6.664287 -9.990544 9.826865 0.068 -0.649 -0.295
C -6.476359 -11.313014 13.816404 -1.507 0.445 -1.037
O -7.216111 -10.321831 13.742363 1.002 -0.256 0.586
N -6.882047 -12.538362 13.445287 0.368 0.522 -0.133
C -8.189811 -12.692071 12.871677 -0.314 -1.359 1.647
C -5.910232 -13.578192 13.269767 -3.374 -1.984 -2.227
H -5.425911 -11.308158 14.068510 0.464 0.280 0.473
H -8.619770 -11.735753 12.813798 -0.812 1.147 0.038
H -8.787981 -13.361180 13.537457 0.156 0.488 -0.456
H -8.184427 -13.127308 11.906201 0.364 -0.565 -1.076
H -6.419237 -14.551945 13.462305 0.499 0.591 0.170
H -5.581470 -13.664746 12.235837 0.199 0.270 -0.246
H -5.136825 -13.462263 13.895921 2.934 0.416 2.291
```
Forces are in eV/Å.

As for the frontier orbital gap: 9.517 eV. For the molar mass, the calculation gives 864.4 g/mol. As for the HOMO energy: -0.3347 Ha. The calculation puts the lowest unoccupied orbital energy at 0.41 eV. The spin multiplicity is 1. As for the electronic energy: -12094.0159 Eh. As for the structure (SMILES): CN(C)C=O.CN(C)C=O.CN(C)C=O.CN(C)C=O.CN(C)C=O.BrCCBr.BrCCBr.CC#N.CC#N.CC#N. The calculation puts the max |F| at 0.088 Eh/bohr.

Mulliken population analysis, charges in e, atoms 1 to 2: 0.077, 0.310